[1]
{"formula": "C13H23BF4NPSn", "method": "wB97M-V/def2-TZVPD", "gap_ev": [6.5, 5.7], "energy_ha": -1543.84274, "relative_energy_kj_mol": 342.55, "max_force_ev_per_a": 4.10, "elements": ["C", "C", "C", "C", "C", "C", "C", "C", "N", "Sn", "C", "P", "H", "H", "H", "H", "H", "H", "H", "H", "C", "C", "H", "C", "C", "H", "H", "H", "H", "H", "H", "H", "H", "H", "H", "H", "H", "H", "H", "F", "B", "F", "F", "F"], "coordinates": [[-0.57444, -0.16470, -3.48802], [-0.82445, 1.03139, -2.82808], [-0.13641, 1.35368, -1.64767], [0.91142, 0.53647, -1.21540], [1.05283, -0.73277, -1.78498], [0.35492, -1.05490, -2.95686], [-0.63765, 2.56818, -0.92143], [-2.05548, 2.32899, -0.33180], [-2.16260, 1.18835, 0.54854], [2.78581, 1.32030, -0.15707], [1.90237, -1.81118, -1.13617], [1.35317, -2.20813, 0.53111], [-1.57565, 1.73287, -3.20610], [0.52365, -2.02466, -3.43415], [-1.11765, -0.40200, -4.40185], [2.97075, -1.54930, -1.07890], [1.82552, -2.74654, -1.71851], [0.02772, 2.87442, -0.11368], [-0.74494, 3.40300, -1.62574], [-2.33603, 3.21986, 0.25515], [2.46906, -3.31708, 1.34459], [-0.33081, -2.75872, 0.50171], [-2.77540, 2.18709, -1.15664], [-2.85320, 0.01380, 0.09937], [-2.15032, 1.40863, 1.96788], [1.38280, -0.54172, 0.95934], [-3.95273, 0.15182, 0.09180], [-2.53143, -0.25510, -0.91995], [-2.62476, -0.82459, 0.78015], [-3.13716, 1.74957, 2.34414], [-1.91095, 0.46724, 2.48422], [-1.39474, 2.16579, 2.23440], [-0.36513, -3.81954, 0.23201], [-0.79277, -2.63183, 1.48668], [-0.92465, -2.20083, -0.22654], [2.52054, -4.27090, 0.79938], [3.47981, -2.88873, 1.39544], [2.12484, -3.51714, 2.36816], [1.24655, -0.95669, 1.62552], [1.21887, 2.18781, 1.41067], [2.22591, 2.22447, 2.55197], [2.67665, 0.87404, 2.61702], [3.26936, 3.03113, 2.06296], [1.58680, 2.65816, 3.65731]]}


[2]
{"formula": "C13H23Cl19", "method": "wB97M-V/def2-TZVPD", "gap_ev": 10.8, "energy_ha": -9252.78581, "relative_energy_kj_mol": 32.40, "max_force_ev_per_a": 1.30, "smiles": "ClC(Cl)Cl.ClC(Cl)Cl.ClC(Cl)Cl.ClCCCl.ClCCCl.ClCCCl.ClCCCl.ClCCCl", "elements": ["Cl", "C", "Cl", "Cl", "H", "Cl", "C", "Cl", "Cl", "H", "Cl", "C", "Cl", "Cl", "H", "Cl", "C", "C", "Cl", "H", "H", "H", "H", "Cl", "C", "C", "Cl", "H", "H", "H", "H", "Cl", "C", "C", "Cl", "H", "H", "H", "H", "Cl", "C", "C", "Cl", "H", "H", "H", "H", "Cl", "C", "C", "Cl", "H", "H", "H", "H"], "coordinates": [[-2.09965, -6.30353, -2.18617], [-0.91859, -5.26073, -2.97308], [0.38753, -4.87002, -1.82910], [-1.66125, -3.82699, -3.63336], [-0.42606, -5.74024, -3.81049], [3.19046, 3.61457, 2.83749], [3.53649, 1.88734, 3.04119], [2.56829, 0.86995, 1.96456], [3.15654, 1.44210, 4.70683], [4.58323, 1.67691, 2.85906], [-2.76770, 3.78009, -2.24473], [-2.80762, 2.39158, -1.13344], [-2.49121, 0.84755, -2.02513], [-4.27057, 2.26153, -0.19937], [-1.94491, 2.49465, -0.48751], [-4.96403, 1.82223, 2.99152], [-3.62545, 0.67897, 3.27076], [-2.90717, 1.06576, 4.56527], [-1.60891, -0.14115, 4.85667], [-2.96495, 0.77299, 2.41219], [-3.98618, -0.34381, 3.33337], [-3.60836, 0.98718, 5.38940], [-2.49885, 2.06117, 4.42198], [1.52520, -1.43463, -2.24788], [1.11648, -0.96544, -0.56780], [-0.03809, -1.73719, 0.04571], [-0.40066, -0.91584, 1.60914], [0.85193, 0.08831, -0.63307], [2.01301, -1.04724, 0.04240], [0.25235, -2.75145, 0.28544], [-0.96158, -1.65902, -0.51654], [0.79895, 2.96707, -0.61603], [1.96596, 4.33285, -0.69426], [3.34363, 3.85187, -1.13281], [4.38352, 5.32279, -1.28625], [2.05992, 4.74954, 0.30579], [1.52200, 5.06927, -1.35469], [3.29360, 3.46734, -2.14918], [3.77177, 3.08600, -0.49382], [-6.59243, -0.22852, -1.43359], [-6.35939, -2.01261, -1.39925], [-5.03021, -2.26746, -0.71321], [-4.95395, -1.70765, 0.98670], [-6.35048, -2.41319, -2.40955], [-7.19174, -2.41189, -0.82573], [-4.22904, -1.79954, -1.27442], [-4.92625, -3.35009, -0.66632], [5.67144, 0.74603, -0.06806], [5.37682, -0.86822, -0.78309], [6.56462, -1.36516, -1.60891], [8.07741, -1.29381, -0.69772], [4.48631, -0.83733, -1.40990], [5.17586, -1.53726, 0.05031], [6.62840, -0.86456, -2.57335], [6.28357, -2.38106, -1.89797]]}


[3]
{"formula": "C13H23ClNPPt", "method": "wB97M-V/def2-TZVPD", "gap_ev": [3.4, 3.6], "energy_ha": -1484.59777, "multiplicity": 3, "s2": 2.01, "max_force_ev_per_a": 2.37, "elements": ["C", "C", "C", "C", "C", "C", "C", "C", "N", "Pt", "C", "P", "H", "H", "H", "H", "H", "H", "H", "H", "C", "C", "H", "C", "C", "H", "H", "H", "H", "H", "H", "H", "H", "H", "H", "H", "H", "H", "H", "Cl"], "coordinates": [[-2.53074, 0.00160, -3.92006], [-2.17929, -1.07893, -3.11240], [-1.52198, -0.88888, -1.88092], [-1.30141, 0.42922, -1.45915], [-1.48443, 1.49472, -2.34122], [-2.20119, 1.29850, -3.52455], [-1.10727, -2.08125, -1.08166], [-0.34362, -3.18046, -1.88968], [1.02313, -2.88734, -2.19257], [-0.68236, 0.98000, 0.47878], [-0.90182, 2.83196, -1.98790], [0.38264, 2.47795, -0.68835], [-2.41712, -2.09295, -3.42634], [-2.45972, 2.16535, -4.13003], [-3.04529, -0.16327, -4.86399], [-1.64623, 3.51463, -1.54656], [-0.44298, 3.34847, -2.84291], [-0.52045, -1.78192, -0.20465], [-2.00167, -2.58396, -0.68374], [-0.32156, -4.07473, -1.23896], [0.97914, 4.04485, -0.05765], [1.74516, 1.72865, -1.61447], [-0.87383, -3.40978, -2.82710], [1.44952, -2.51217, -3.50811], [2.01003, -2.97628, -1.15617], [-0.12077, 1.44107, 2.02348], [1.86536, -3.37344, -4.06575], [0.59501, -2.10781, -4.07112], [2.24326, -1.74578, -3.43566], [2.53415, -3.94792, -1.16961], [2.76817, -2.18646, -1.27884], [1.53779, -2.87511, -0.16968], [2.19511, 2.46123, -2.29232], [2.49179, 1.38496, -0.89195], [1.39448, 0.86660, -2.18854], [1.07016, 4.77861, -0.87120], [0.28752, 4.42232, 0.70408], [1.96531, 3.87528, 0.39279], [0.56631, 1.26602, 1.63321], [-1.88812, -0.54542, 1.71698]]}


[4]
{"formula": "C13H23N2", "method": "wB97M-V/def2-TZVPD", "gap_ev": 8.9, "energy_ha": -618.23253, "relative_energy_kj_mol": 436.18, "charge": 1, "max_force_ev_per_a": 5.19, "elements": ["C", "C", "C", "C", "C", "C", "C", "C", "C", "C", "C", "C", "C", "N", "N", "H", "H", "H", "H", "H", "H", "H", "H", "H", "H", "H", "H", "H", "H", "H", "H", "H", "H", "H", "H", "H", "H", "H"], "coordinates": [[4.59632, -0.30622, -1.15631], [4.14087, 0.84714, -0.60006], [3.63643, -1.28823, -0.77040], [2.47578, 2.76830, 0.83638], [2.05045, 1.53632, 0.55067], [-3.49098, -1.60631, 0.24246], [-3.95250, 1.37261, -0.07186], [0.64001, -1.98128, -0.29561], [1.39493, -1.11008, 2.02269], [-3.28822, -0.83860, -1.03564], [-1.41270, 0.96963, -0.45226], [-2.88012, 0.66046, -0.95920], [1.39694, -1.21634, 0.51988], [2.99121, 0.61381, 0.06520], [2.64609, -0.68784, -0.05055], [5.37744, -0.61567, -1.72186], [4.73639, 1.67985, -0.82073], [3.64661, -2.36719, -0.98550], [1.85490, 3.48782, 1.23630], [3.57065, 3.06049, 0.86335], [1.16396, 1.00293, 0.53306], [-2.59708, -1.38057, 0.97648], [-3.71267, -2.72093, 0.24343], [-4.26663, -1.29221, 0.87433], [-4.87203, 1.20131, -0.52089], [-3.81807, 1.15649, 0.90121], [-3.73251, 2.38514, -0.25086], [-0.22761, -2.34888, 0.02203], [-1.18988, 1.01931, 0.67320], [0.80104, -2.06104, -1.30287], [2.22139, -0.62051, 2.49928], [0.60904, -0.49867, 2.26823], [1.10933, -1.98619, 2.42452], [-4.20362, -0.99882, -1.47435], [-2.51384, -1.19424, -1.78257], [-1.07243, 1.89662, -0.80485], [-0.76047, 0.32826, -0.82753], [-3.06842, 1.13337, -1.86884]]}


[5]
{"formula": "C13H23N2NiO2P", "method": "wB97M-V/def2-TZVPD", "gap_ev": [6.2, 4.5], "energy_ha": -2618.51019, "relative_energy_kj_mol": 246.59, "multiplicity": 3, "s2": 2.01, "max_force_ev_per_a": 5.09, "elements": ["C", "C", "C", "C", "C", "C", "C", "C", "N", "Ni", "C", "P", "H", "H", "H", "H", "H", "H", "H", "H", "C", "C", "H", "C", "C", "H", "H", "H", "H", "H", "H", "H", "H", "H", "H", "H", "H", "H", "H", "O", "N", "O"], "coordinates": [[2.99570, 1.24766, 1.56033], [1.70439, 1.24099, 2.07719], [0.71349, 0.43385, 1.49486], [1.10994, -0.33927, 0.37939], [2.37527, -0.19276, -0.23316], [3.36065, 0.54239, 0.41663], [-0.62171, 0.29602, 2.21616], [-1.71604, 1.45203, 2.21318], [-2.18738, 1.87306, 0.91303], [0.62403, -2.09742, -0.24479], [2.65794, -0.87342, -1.55075], [0.95160, -1.28145, -2.15425], [1.47018, 1.78521, 2.99562], [4.38754, 0.52272, 0.04685], [3.76329, 1.80422, 2.07057], [3.21482, -1.82595, -1.44349], [3.16735, -0.24066, -2.29914], [-1.14474, -0.63040, 1.86734], [-0.37496, 0.17354, 3.29941], [-2.63163, 1.08314, 2.74152], [1.07215, -2.37164, -3.58224], [0.54923, 0.36503, -2.80106], [-1.39576, 2.37549, 2.75135], [-1.31765, 2.70438, 0.11580], [-3.20401, 1.07641, 0.24779], [-0.80117, -2.88508, 0.05992], [-1.68950, 3.74172, 0.12188], [-0.30102, 2.72050, 0.52807], [-1.27407, 2.34677, -0.92385], [-4.16570, 1.62249, 0.25224], [-2.94773, 0.86247, -0.80829], [-3.38318, 0.11357, 0.75679], [1.22035, 0.63457, -3.63561], [-0.49074, 0.35073, -3.14049], [0.65006, 1.13248, -2.02535], [1.84880, -2.03694, -4.28386], [1.28990, -3.39035, -3.23768], [0.08597, -2.35527, -4.06400], [-0.91102, -2.48805, -0.59097], [-2.92421, -4.23366, 2.93742], [-2.65809, -3.19840, 2.32382], [-3.07236, -2.06069, 2.63183]]}


[6]
{"formula": "C13H23N2O2PPb", "method": "wB97M-V/def2-TZVPD", "gap_ev": [5.5, 5.6], "energy_ha": -1302.52513, "charge": 2, "max_force_ev_per_a": 2.66, "elements": ["C", "C", "C", "C", "C", "C", "C", "C", "N", "Pb", "C", "P", "H", "H", "H", "H", "H", "H", "H", "H", "C", "C", "H", "C", "C", "H", "H", "H", "H", "H", "H", "H", "H", "H", "H", "H", "H", "H", "H", "O", "N", "O"], "coordinates": [[-1.14820, -3.56085, -0.10124], [0.19709, -3.27482, 0.13267], [0.59862, -1.96879, 0.48017], [-0.37122, -0.98835, 0.60685], [-1.70850, -1.24914, 0.31143], [-2.11621, -2.55503, -0.00662], [2.05358, -1.67405, 0.73316], [2.61726, -0.29362, 0.31462], [2.83020, -0.11480, -1.07001], [0.13685, 0.91035, 1.81995], [-2.71778, -0.12073, 0.32413], [-1.83309, 1.45804, -0.07016], [0.96712, -4.04275, 0.05951], [-3.17240, -2.74362, -0.19665], [-1.45021, -4.56937, -0.36248], [-3.19312, 0.00826, 1.31364], [-3.50756, -0.26221, -0.43448], [2.27269, -1.80271, 1.80815], [2.65994, -2.43359, 0.21617], [2.04418, 0.58767, 0.67447], [-3.09998, 2.74865, -0.00603], [-1.57686, 1.19582, -1.85657], [3.58996, -0.15318, 0.81685], [1.87832, -0.47145, -2.07927], [3.78132, 0.90147, -1.42887], [0.22908, 4.00559, 2.59664], [2.43451, -0.46944, -3.03069], [1.46354, -1.47198, -1.91747], [1.04285, 0.24900, -2.19139], [4.14250, 0.68439, -2.44449], [3.36175, 1.92693, -1.42549], [4.62752, 0.87346, -0.73217], [-2.54573, 1.14615, -2.37766], [-0.98977, 2.03578, -2.25110], [-1.03007, 0.26345, -2.04423], [-3.97927, 2.48427, -0.61032], [-3.39668, 2.90870, 1.03900], [-2.65385, 3.67602, -0.39204], [0.64679, 4.12795, 1.96562], [-0.31892, 1.48175, 4.16616], [-1.26351, 0.64933, 4.32724], [-1.50277, -0.10253, 3.32299]]}


[7]
{"formula": "C13H23N2S2", "method": "wB97M-V/def2-TZVPD", "gap_ev": 5.5, "energy_ha": -1414.77525, "charge": 1, "max_force_ev_per_a": 2.63, "elements": ["C", "C", "C", "C", "N", "C", "C", "C", "N", "C", "C", "H", "H", "H", "H", "H", "H", "H", "H", "H", "H", "H", "H", "H", "H", "H", "H", "C", "C", "S", "C", "S", "C", "H", "H", "H", "H", "H", "H", "H"], "coordinates": [[1.67510, 0.23909, -3.40303], [1.54542, 0.40908, -1.88008], [0.55416, -0.56512, -1.22736], [-0.88167, -0.03029, -1.18840], [-1.44889, 0.14711, -0.03762], [-2.86681, 0.57939, -0.10944], [-3.21181, 1.38875, -1.35313], [-2.78775, 0.61608, -2.56941], [-1.41269, 0.21433, -2.41524], [-0.78291, -0.24343, -3.66103], [0.39173, 0.59477, -4.13347], [2.48972, 0.87296, -3.77570], [1.94955, -0.80101, -3.63118], [2.53226, 0.24254, -1.43041], [1.27976, 1.45651, -1.66212], [0.53327, -1.50980, -1.79083], [0.86345, -0.78387, -0.19197], [-3.48602, -0.34814, -0.12726], [-3.08139, 1.13912, 0.81978], [-4.28990, 1.56411, -1.38228], [-2.69615, 2.35906, -1.31751], [-3.43008, -0.25862, -2.73104], [-2.86179, 1.22826, -3.46298], [-0.50494, -1.30580, -3.55226], [-1.58411, -0.18478, -4.40362], [0.17314, 1.66709, -4.03246], [0.51405, 0.40820, -5.20568], [2.58306, -1.03034, 5.13504], [1.32553, -1.88948, 5.09403], [0.35066, -1.87218, 3.53048], [0.30649, -0.29543, 2.90616], [1.33990, 0.93431, 3.44650], [2.14847, 0.42564, 5.02266], [3.10045, -1.18446, 6.10441], [3.29756, -1.30847, 4.34982], [1.60470, -2.94665, 5.25131], [0.67245, -1.59918, 5.92338], [-0.41861, -0.06515, 2.11224], [1.47902, 0.65948, 5.85696], [3.03562, 1.07632, 5.12273]]}


[8]
{"formula": "C13H23N3O3P", "method": "wB97M-V/def2-TZVPD", "gap_ev": 8.4, "energy_ha": -1240.30711, "charge": 1, "max_force_ev_per_a": 0.67, "elements": ["C", "C", "C", "C", "C", "C", "C", "C", "C", "C", "C", "N", "O", "C", "N", "N", "C", "P", "O", "O", "H", "H", "H", "H", "H", "H", "H", "H", "H", "H", "H", "H", "H", "H", "H", "H", "H", "H", "H", "H", "H", "H", "H"], "coordinates": [[-2.38345, 3.89168, -0.95759], [-0.99172, 3.28131, -1.10946], [-1.00417, 1.97478, -1.92502], [-0.44385, 0.77551, -1.15717], [-0.67816, -0.55173, -1.87966], [-0.37710, -1.79237, -1.02153], [0.94215, -1.74884, -0.29745], [0.99937, -1.60671, 1.09330], [-0.24831, -1.45676, 1.91075], [-0.10021, -0.89243, 3.32913], [-1.34090, -0.06367, 3.68040], [-1.21128, 0.75764, 4.77505], [-2.37856, -0.19407, 3.07317], [2.26342, -1.61236, 1.71255], [3.40472, -1.71701, 1.07667], [3.30060, -1.82087, -0.21981], [2.18156, -1.84018, -0.95792], [2.68342, -2.05200, -2.77173], [1.37799, -2.88205, -3.25239], [2.35007, -0.55054, -3.33271], [-2.86924, 4.00621, -1.92889], [-2.34750, 4.86167, -0.46258], [-3.01765, 3.23377, -0.35586], [-0.58900, 3.07969, -0.11227], [-0.32610, 4.00452, -1.58390], [-0.44381, 2.08622, -2.85603], [-2.03830, 1.72981, -2.18864], [-0.92834, 0.73276, -0.17447], [0.63443, 0.92467, -0.99904], [-1.73821, -0.61113, -2.14071], [-0.11039, -0.59248, -2.80798], [-1.17353, -1.93026, -0.29290], [-0.37640, -2.68048, -1.65359], [-0.77545, -2.41400, 1.93365], [-0.91844, -0.78433, 1.37161], [-0.02193, -1.69485, 4.06554], [0.77962, -0.25186, 3.43515], [-1.91791, 1.48031, 4.81854], [-0.28664, 1.11305, 4.96664], [2.35043, -1.54267, 2.78802], [4.19221, -1.92900, -0.69638], [1.28631, -2.87565, -4.21576], [2.29026, 0.15467, -2.67872]]}